Below is a molecular structure, C16H21AuClN6O6S, with properties calculated with wB97M-V/def2-TZVPD.

XYZ file:
```
52
Properties=species:S:1:pos:R:3:forces:R:3:lowdin_spin:R:1
Au -1.241 -0.551 -0.739 0.05 -0.30 -0.63 0.1323
N 3.962 -5.745 -1.619 -0.02 0.12 -0.03 0.0824
C 3.552 -4.482 -1.406 0.02 -0.13 -0.01 0.0534
C 3.885 -3.821 -0.200 0.04 -0.07 0.04 0.0283
C 3.447 -2.550 0.034 0.12 0.02 -0.03 0.0167
C 2.676 -1.899 -0.942 -0.10 -0.08 -0.08 0.0753
C 2.340 -2.537 -2.153 0.08 -0.04 0.11 0.0189
C 2.779 -3.810 -2.382 -0.03 0.00 -0.05 0.0192
S 2.047 -0.338 -0.635 -0.18 0.23 0.14 -0.0131
O 1.626 0.272 -1.860 0.02 0.01 -0.03 0.0040
O 2.829 0.396 0.307 0.00 -0.02 -0.06 0.0118
N 0.594 -0.780 0.105 -0.03 0.22 0.28 0.4105
C 0.490 -1.040 1.473 0.05 -0.04 0.11 0.0002
N 1.561 -1.334 2.210 -0.21 0.02 -0.15 0.0603
C 1.319 -1.562 3.496 -0.06 -0.02 0.07 -0.0060
C 0.043 -1.513 4.043 -0.11 0.01 -0.06 0.0824
C -1.005 -1.207 3.177 0.31 -0.07 0.13 -0.0075
N -0.777 -0.965 1.898 0.07 -0.04 0.06 0.0654
H 4.534 -6.226 -0.948 0.00 -0.01 0.00 0.0016
H 3.750 -6.217 -2.481 0.01 -0.02 0.01 0.0017
H 4.493 -4.334 0.534 -0.01 0.00 -0.01 0.0002
H 3.692 -2.035 0.952 -0.03 0.00 -0.05 -0.0002
H 1.754 -2.007 -2.891 0.00 -0.01 0.03 -0.0001
H 2.540 -4.312 -3.311 0.00 0.00 0.02 -0.0001
H 2.181 -1.799 4.110 -0.02 -0.01 0.00 -0.0014
H -0.133 -1.719 5.090 0.03 0.00 -0.02 0.0042
H -2.039 -1.170 3.499 0.02 0.02 0.04 -0.0016
O -3.496 -1.927 0.310 -0.16 0.25 -0.21 0.0011
Cl -4.169 -0.967 -0.518 -0.22 -0.17 0.40 0.0003
O -5.275 -1.531 -1.198 0.23 0.30 -0.08 0.0013
O -3.165 -0.493 -1.581 0.14 -0.17 0.26 0.0101
O -4.524 0.206 0.239 0.09 -0.14 -0.15 0.0015
C -2.581 2.545 -1.146 0.04 -0.23 -0.03 0.0626
C -2.782 4.136 -0.946 0.05 0.13 0.06 0.0656
N -1.660 4.627 -0.199 0.04 -0.20 -0.03 0.2072
C -0.430 4.413 -0.904 -0.09 0.10 0.06 0.0632
C -0.213 2.817 -1.044 0.09 -0.25 -0.03 0.0603
N -1.367 2.194 -0.463 -0.14 0.60 0.03 0.3011
C -1.465 2.452 0.945 -0.02 -0.23 -0.03 0.0595
C -1.616 4.053 1.114 -0.02 0.13 -0.06 0.0619
H -2.496 2.299 -2.202 0.02 0.07 -0.01 0.0054
H -3.420 1.998 -0.720 -0.01 0.05 0.03 0.0059
H -3.704 4.322 -0.401 -0.01 -0.06 0.02 0.0049
H -2.830 4.623 -1.916 0.02 -0.04 -0.04 0.0060
H 0.402 4.843 -0.351 0.03 -0.04 0.02 0.0059
H -0.480 4.866 -1.891 -0.01 -0.04 -0.04 0.0049
H 0.690 2.509 -0.518 -0.05 0.07 0.02 0.0048
H -0.117 2.532 -2.090 -0.04 0.06 0.01 0.0062
H -0.567 2.104 1.453 0.02 0.06 0.00 0.0061
H -2.338 1.941 1.348 -0.02 0.03 0.00 0.0050
H -0.765 4.448 1.664 0.04 -0.04 0.01 0.0048
H -2.533 4.276 1.653 -0.02 -0.05 0.00 0.0057
```
Positions in Å, forces in eV/Å.

- relative energy (zero: lowest compared OMol25 entry of this formula, charge and spin) (kJ/mol) = 5.25
- Kohn-Sham gap (alpha / beta) (eV) = 9.12 / 4.60
- total charge = +1
- lowest unoccupied orbital energy (alpha / beta) (eV) = -2.36 / -6.47
- spin multiplicity = 3